Model P:
DFT (ωB97M-V with the def2-TZVPD basis set) results for C3H3ClOS in the gas phase.

SMILES string ... OC(=S)/C=C\Cl
Highest occupied orbital energy ... -0.3294 Eh

The geometry in ORCA input format:
```
! RIJCOSX wB97M-V def2-TZVPD def2/J DEFGRID3
* xyz 0 1
C 1.12836 -0.47272 -0.00071
C 0.19188 0.68857 -0.00594
C -1.14540 0.72951 -0.00199
H -0.33544 -1.70739 0.00439
H 0.70329 1.64096 0.02484
H -1.66702 1.66134 -0.01561
O 0.63557 -1.71284 -0.00333
S 2.73397 -0.21748 -0.00129
Cl -2.24522 -0.60995 -0.00037
*
```

Model Q:
DFT (ωB97M-V with the def2-TZVPD basis set) results for a molecular structure, C3H3ClOS.

Highest occupied orbital energy ... -0.3498 Eh

The geometry in ORCA input format:
```
! RIJCOSX wB97M-V def2-TZVPD def2/J DEFGRID3
* xyz 0 1
C -0.67520 0.15220 -0.49834
C -1.13249 -1.20261 0.19081
C -0.12264 0.38767 0.86500
H -1.35209 0.87081 -0.89582
H -0.06370 -1.88744 0.03960
H -2.35326 -1.98142 -0.09024
O -0.92259 -0.53475 1.43818
S 1.19940 1.06964 1.42833
Cl 0.20832 -0.34481 -2.16218
*
```

Most stable one: model P, least stable one: model Q.

Model P:
DFT (ωB97M-V with the def2-TZVPD basis set) results for C4H9NO4 in the gas phase.

SMILES string ... C[C@H](NC(O)O)C(=O)O
Highest occupied orbital energy ... -0.3538 Eh

The geometry in ORCA input format:
```
! RIJCOSX wB97M-V def2-TZVPD def2/J DEFGRID3
* xyz 0 1
C -0.62332 0.20446 -1.71603
C 0.04234 -0.42821 0.56054
C 1.07151 -1.23942 1.34812
N 0.40062 -0.38936 -0.85169
C -0.04757 0.96555 1.17729
O -1.48446 -0.83797 -2.03350
O -1.35795 1.23311 -1.14345
O 0.92279 1.77392 0.73072
O -0.86566 1.30902 1.98755
H -2.16548 0.84883 -0.77093
H -0.87227 -1.62104 -2.07013
H 0.79149 2.66796 1.08193
H 1.27685 0.11139 -0.95227
H -0.11365 0.60799 -2.60635
H -0.94166 -0.89997 0.64499
H 1.14440 -2.24079 0.93310
H 0.77382 -1.30155 2.39165
H 2.04821 -0.76392 1.28846
*
```

Model Q:
DFT (ωB97M-V with the def2-TZVPD basis set) results for 2 unconnected molecules or ions with the total composition C4H9NO4.

SMILES string ... CCC(=O)NC(=O)O.O
Highest occupied orbital energy ... -0.3777 Eh

The geometry in ORCA input format:
```
! RIJCOSX wB97M-V def2-TZVPD def2/J DEFGRID3
* xyz 0 1
O -0.18732 0.47295 -2.47410
C -0.48234 0.36735 -1.31412
N -1.48095 -0.49535 -0.88872
C -2.08585 -0.33746 0.40676
O -1.65080 -1.23332 1.29616
O -2.99712 0.38905 0.65136
C 0.21511 1.14122 -0.20785
C 1.71748 1.19996 -0.50347
H -2.15990 -0.76368 -1.58726
H -1.09793 -1.92796 0.93136
H 0.06458 0.63800 0.74285
H -0.16323 2.15970 -0.24567
H 2.22848 1.76753 0.27913
H 2.12912 0.19771 -0.56676
H 1.93834 1.82494 -1.36664
H 1.06172 -1.35135 2.18442
H 1.90854 -1.98173 1.12420
O 1.04206 -2.06755 1.53835
*
```

Model R:
DFT (ωB97M-V with the def2-TZVPD basis set) results for C4H9NO4 in the gas phase.

SMILES string ... C[C@@H](OO)[C@H](N)C(=O)O
Highest occupied orbital energy ... -0.3613 Eh

The geometry in ORCA input format:
```
! RIJCOSX wB97M-V def2-TZVPD def2/J DEFGRID3
* xyz 0 1
C -0.75648 -0.27628 -0.60011
C 0.39917 -0.61604 0.38574
C -2.11017 -0.27901 0.09665
C 1.69351 -0.19526 -0.30918
N 0.19959 0.02173 1.66789
O -0.50681 0.91779 -1.31810
O -0.38393 2.04570 -0.47024
O 2.20359 -1.15852 -1.06938
O 2.20081 0.89305 -0.19244
H 0.57973 2.18500 -0.40983
H 3.00122 -0.85240 -1.53239
H -0.74073 -1.00954 -1.41480
H 0.42014 -1.70053 0.53202
H 0.97603 -0.17364 2.28927
H 0.12756 1.02801 1.55594
H -2.89184 -0.10867 -0.63843
H -2.14309 0.51166 0.83916
H -2.26831 -1.23306 0.58821
*
```

Model S:
DFT (ωB97M-V with the def2-TZVPD basis set) results for 2 unconnected molecules or ions with the total composition C4H9NO4.

SMILES string ... C[C@H](N)C(O)O.O=C=O
Highest occupied orbital energy ... -0.3487 Eh

The geometry in ORCA input format:
```
! RIJCOSX wB97M-V def2-TZVPD def2/J DEFGRID3
* xyz 0 1
C -0.17135 -0.14688 -0.97213
C -1.31899 0.75118 -0.52118
C 0.76112 -0.52254 0.20425
N -0.70771 -1.38033 -1.53072
O 1.82461 -1.28975 -0.21829
O 0.13748 -1.13351 1.26673
H 1.62247 -2.20521 0.01838
H 0.45962 0.40976 -1.68740
H -1.37493 -1.17609 -2.26569
H 0.03670 -1.94509 -1.92444
H -1.98446 0.21291 0.15069
H -0.93871 1.65021 -0.04054
H -1.89579 1.07329 -1.38606
C 0.99936 1.80881 2.13900
O 0.18511 1.23663 2.74705
O 1.66662 2.65290 1.71765
H -0.49000 -0.48873 1.67521
H 1.18885 0.49246 0.62749
*
```

Most stable one: model Q, least stable one: model R.

Model P:
DFT (ωB97M-V with the def2-TZVPD basis set) results for C4HN2P in the gas phase.

SMILES string ... N#CC1=P[C@@H]1C#N
Highest occupied orbital energy ... -0.3865 Eh

The geometry in ORCA input format:
```
! RIJCOSX wB97M-V def2-TZVPD def2/J DEFGRID3
* xyz 0 1
C 1.84882 0.17802 0.62076
C -1.58718 0.72632 -0.42354
C 0.77271 -0.29271 -0.08479
C -0.69392 -0.46681 0.03445
N 2.77690 0.53877 1.19551
N -2.26085 1.60229 -0.70605
P 0.28947 -1.18290 -1.41739
H -1.14594 -1.10297 0.78105
*
```

Model Q:
DFT (ωB97M-V with the def2-TZVPD basis set) results for C4HN2P in the gas phase.

SMILES string ... N#CC1=P[C@@H]1C#N
Highest occupied orbital energy ... -0.3722 Eh

The geometry in ORCA input format:
```
! RIJCOSX wB97M-V def2-TZVPD def2/J DEFGRID3
* xyz 0 1
C -1.12754 -0.59063 -1.31347
C 1.07588 -0.25654 1.42683
C -0.16041 0.22093 -0.84561
C 0.10906 0.45838 0.60297
N -1.85549 -1.28620 -1.82632
N 1.94162 -0.76470 1.99391
P 0.87364 1.51738 -1.06450
H -0.85676 0.70139 1.02619
*
```

Most stable one: model P, least stable one: model Q.

Model P:
DFT (ωB97M-V with the def2-TZVPD basis set) results for 2 unconnected molecules or ions with the total composition C4H9BO2.

Highest occupied orbital energy ... -0.3220 Eh

The geometry in ORCA input format:
```
! RIJCOSX wB97M-V def2-TZVPD def2/J DEFGRID3
* xyz 0 1
B 1.57015 -0.14415 0.08133
C -2.26225 -0.86665 -0.17471
C -0.96541 -0.90428 0.11640
C -0.53970 1.52264 -0.19291
C 0.00066 0.18129 0.36354
O 2.44912 0.86691 -0.03922
O 1.82921 -1.51966 0.03806
H -2.80560 -1.86875 -0.39415
H -2.85936 -0.04631 -0.24446
H -0.40043 -1.88688 -0.10114
H -1.50105 1.51092 0.17154
H 0.07740 2.23670 0.34320
H -0.50131 1.65505 -1.23835
H -0.02103 0.31377 2.10641
H 3.38266 0.80095 -0.39539
H 2.54694 -1.85157 -0.44018
*
```

Model Q:
DFT (ωB97M-V with the def2-TZVPD basis set) results for C4H9BO2 in the gas phase.

SMILES string ... C=C[C@@H](C)B(O)O
Highest occupied orbital energy ... -0.3398 Eh

The geometry in ORCA input format:
```
! RIJCOSX wB97M-V def2-TZVPD def2/J DEFGRID3
* xyz 0 1
B -1.16353 -0.58603 0.11499
C 2.25220 -1.08755 -0.67062
C 1.28536 -0.16694 -0.49058
C 0.19190 0.23962 0.58286
C -0.06853 1.77242 0.59524
O -1.75231 -0.11620 -0.99166
O -1.75947 -1.55253 0.88142
H 2.40785 -1.94650 -0.00399
H 2.86617 -1.08163 -1.43034
H 0.45109 -0.01259 1.61251
H 1.23265 0.63673 -1.19656
H 0.67978 2.34717 0.99981
H -1.03542 1.86917 1.13692
H -0.46954 2.07480 -0.48880
H -2.58197 -0.63768 -1.14217
H -2.53621 -1.75223 0.49099
*
```

Most stable one: model Q, least stable one: model P.